Molecular formula: C16H22N2OS
Method: DFT, ωB97M-V with the def2-TZVPD basis set

## Properties
HOMO level, eV: -7.423
Kohn-Sham gap, eV: 7.7782
Relative energy (zero: lowest compared OMol25 entry of this formula, charge and spin), kJ/mol: 1556.2

Atoms and positions in Å:
S1 2.74746 2.90751 -0.18034
C1 2.31641 1.35202 -0.00168
N1 3.17399 0.47101 0.30373
C2 2.68157 -0.92805 0.85550
H1 3.06512 -1.13724 1.74407
C3 3.12087 -2.13875 0.08324
C4 4.41277 -1.76773 -0.45018
C5 5.21241 -0.63801 0.17065
C6 4.38672 0.67035 0.26534
H2 4.73551 1.17372 1.25073
H3 4.61095 1.47659 -0.48412
H4 6.12619 -0.34950 -0.19478
H5 5.37141 -1.27965 1.17305
H6 5.13717 -2.43311 -0.77075
H7 4.30163 -1.16721 -1.70193
H8 2.38706 -2.36333 -0.61420
H9 3.35704 -3.08171 0.72897
H10 1.50269 -1.00120 1.04087
C7 0.84122 1.18130 -0.23767
C8 -0.24897 1.96992 0.49428
C9 -1.61261 1.70292 0.09100
C10 -2.14169 0.73834 -0.45044
C11 -1.05877 -0.06665 -1.13792
C12 0.22725 0.07366 -0.80261
H11 1.00620 -0.44092 -1.71666
H12 -1.26930 -0.95339 -1.86945
N2 -3.35163 0.25251 -0.88957
C13 -4.34136 1.53655 -0.48814
H13 -4.06716 2.35436 -0.34699
C14 -4.89335 0.94990 0.99417
O1 -5.43955 -0.21169 0.84530
C15 -4.50635 -1.27695 0.35614
C16 -3.88287 -0.86320 -0.88470
H14 -3.18023 -1.76252 -1.20362
H15 -4.75784 -0.99861 -1.63683
H16 -4.92747 -2.02188 0.50675
H17 -3.61896 -1.26717 1.03720
H18 -5.75508 1.65905 1.48077
H19 -4.14490 1.09853 1.69258
H20 -5.31284 1.44778 -1.08774
H21 -2.18120 2.30328 0.81781
H22 -0.02950 2.82918 1.21822

Molecular formula: C44H37BF4MnN4O3S2Sb
Method: DFT, ωB97M-V with the def2-TZVPD basis set

## Properties
HOMO level (spin up / spin down), eV: -4.587 / -4.592
Net charge: -1
2S+1: 6
Kohn-Sham gap (spin up / spin down), eV: 5.8331 / 5.7214
<S²>: 8.76

Atoms and positions in Å:
Mn1 -0.10364 1.42340 1.73017
C1 -1.73074 3.93040 0.00847
O1 -1.65044 2.58780 0.46547
C2 -2.78914 1.80220 0.30657
C3 -3.87024 2.18290 -0.46143
C4 -4.95224 1.32460 -0.62083
C5 -4.93524 0.08330 -0.00873
C6 -3.86914 -0.30030 0.77367
C7 -2.76234 0.54390 0.95827
N1 -1.69024 0.20220 1.75057
N2 -1.79224 -0.96340 2.35697
C8 -0.88604 -1.48270 3.16487
C9 0.33566 -0.79640 3.52937
O2 0.47616 0.46500 3.25297
C10 1.35476 -1.52540 4.17207
C11 1.17206 -2.82380 4.57577
C12 -0.06274 -3.48200 4.37377
C13 -0.28184 -4.80480 4.80547
C14 -1.48494 -5.42600 4.59577
C15 -2.51784 -4.75300 3.93967
C16 -2.31984 -3.47510 3.47677
C17 -1.10284 -2.81310 3.67397
H1 -1.79804 3.96960 -1.08573
H2 -0.81804 4.42950 0.32537
H3 -2.58664 4.45100 0.44987
H4 -3.88444 3.13870 -0.96313
H5 -5.78444 1.63020 -1.23713
H6 -5.76304 -0.59240 -0.15993
H7 -3.82904 -1.26790 1.24357
H8 2.29616 -1.01880 4.33767
H9 1.97966 -3.35720 5.06197
H10 0.52536 -5.32990 5.30097
H11 -1.63384 -6.44730 4.91747
H12 -3.47144 -5.23990 3.79707
H13 -3.09824 -2.95250 2.94587
F1 1.75676 4.97810 3.31527
B1 0.94866 4.76550 2.24567
F2 0.37476 3.39320 2.33967
F3 -0.10454 5.63740 2.21067
F4 1.63256 4.78220 1.05457
N3 3.51596 -0.71540 0.35667
C18 2.21906 -0.35970 0.40857
N4 2.02526 0.81140 0.96607
C19 3.27496 1.24040 1.36907
C20 3.67366 2.35410 2.09787
C21 5.01066 2.46780 2.41477
C22 5.95146 1.52540 1.99387
C23 5.58136 0.42390 1.24977
C24 4.23126 0.27770 0.96987
H14 3.84496 -1.60460 0.01167
H15 1.42986 -1.00200 0.04797
H16 2.96176 3.08860 2.42697
H17 5.34416 3.30610 3.00747
H18 6.98886 1.65710 2.26687
H19 6.30256 -0.30620 0.91397
C25 0.61756 -5.83160 1.74417
O3 -0.14314 -4.76680 1.22087
C26 0.52016 -3.73220 0.69357
S1 2.18536 -3.63910 0.75027
S2 -0.41954 -2.58020 -0.06643
H20 -0.08764 -6.47530 2.26537
H21 1.37976 -5.46850 2.44007
H22 1.12086 -6.37270 0.93377
C27 2.80246 -2.07600 -4.26123
C28 1.43856 -2.26980 -4.38743
C29 0.55026 -1.43520 -3.73263
C30 1.02256 -0.40440 -2.94073
C31 2.39016 -0.20480 -2.82813
C32 3.27846 -1.03170 -3.48803
Sb1 -0.23814 0.82370 -1.67583
C33 0.29186 2.61660 -2.79593
C34 0.11786 2.74290 -4.16703
C35 0.48156 3.91370 -4.81313
C36 1.02266 4.96850 -4.09493
C37 1.22686 4.83690 -2.73283
C38 0.86816 3.66340 -2.09233
C39 -2.11444 0.36870 -2.67283
C40 -2.84834 1.24930 -3.45283
C41 -4.08444 0.87770 -3.95753
C42 -4.60374 -0.37430 -3.67583
C43 -3.88204 -1.25420 -2.88753
C44 -2.64654 -0.88190 -2.39073
H23 3.49356 -2.73340 -4.76763
H24 1.06106 -3.08510 -4.98653
H25 -0.51574 -1.58670 -3.83153
H26 2.75886 0.61020 -2.21553
H27 4.34146 -0.86890 -3.38493
H28 -0.30464 1.91920 -4.72933
H29 0.33246 4.01280 -5.88083
H30 1.28156 5.89010 -4.59903
H31 1.65236 5.64690 -2.15953
H32 1.03836 3.57350 -1.02843
H33 -2.45164 2.22950 -3.68443
H34 -4.64664 1.56960 -4.57273
H35 -5.56234 -0.66940 -4.08083
H36 -4.27914 -2.23220 -2.65233
H37 -2.08134 -1.57230 -1.78143

Molecular formula: C2H8N2O
Method: DFT, ωB97M-V with the def2-TZVPD basis set

## Properties
HOMO level, eV: -7.660
Kohn-Sham gap, eV: 8.4718
SMILES: N/C=C/N.O
Relative energy (zero: lowest compared OMol25 entry of this formula, charge and spin), kJ/mol: 213.3

Atoms and positions in Å:
N1 0.82635 -1.67680 -0.28896
C1 -0.13196 -0.58613 -0.25315
C2 -0.76314 -0.08040 -1.33617
N2 -1.67874 0.99349 -1.29974
H1 0.99709 -1.98473 0.66274
H2 0.20173 -2.40421 -0.64366
H3 -0.44186 -0.24899 0.71227
H4 -0.78111 -0.59300 -2.29455
H5 -2.54949 0.80879 -1.75353
H6 -1.41023 1.80166 -0.77812
O1 1.74668 1.67777 2.42453
H7 2.27386 1.27442 1.72429
H8 1.71083 1.01813 3.12404

Molecular formula: C30H85AlF2N7O17S2
Method: DFT, ωB97M-V with the def2-TZVPD basis set

## Properties
HOMO level, eV: -11.044
Net charge: +1
Kohn-Sham gap, eV: 1.4483

Atoms and positions in Å:
Al1 -3.88337 3.58105 -1.48416
N1 -0.59495 1.12908 -0.17234
S1 0.16629 0.86776 1.06513
O1 1.30574 1.68059 1.27199
O2 0.11546 -0.46104 1.64546
F1 -0.88711 1.69207 1.99358
S2 0.61357 0.32482 -1.09971
O3 0.46857 -1.14643 -1.19606
O4 1.92483 0.89128 -1.19900
F2 0.14279 0.91135 -2.52556
N2 -4.82959 4.22070 4.25590
O5 -4.56799 4.26764 3.04161
O6 -5.31787 3.25144 4.78187
O7 -4.67216 5.21288 4.91080
C1 1.65143 5.96397 -3.33177
C2 0.47463 5.66072 -2.44541
C3 0.77502 6.09101 -1.01924
O8 -0.34006 5.93900 -0.15733
C4 0.03701 6.32849 1.17719
N3 -0.67173 6.38954 -2.85235
H1 1.53728 5.49282 -4.30801
H2 2.55676 5.54728 -2.89035
H3 1.96063 6.99042 -3.52905
H4 0.24691 4.59539 -2.48181
H5 1.17222 7.10107 -0.91869
H6 1.50285 5.35877 -0.66968
H7 1.10146 6.16799 1.34829
H8 -0.52506 5.87470 1.99345
H9 -0.13991 7.39379 1.32519
H10 -0.53438 7.34629 -2.55933
H11 -0.71669 6.49612 -3.85571
C5 -3.55071 1.68454 -7.78191
C6 -3.86616 1.66900 -6.25872
C7 -3.85780 0.19616 -5.66217
O9 -3.69989 0.22566 -4.18721
C8 -3.55251 -1.12584 -3.72953
N4 -2.75653 2.36016 -5.71027
H12 -3.55967 2.65522 -8.27767
H13 -4.33957 1.06497 -8.20844
H14 -2.58710 1.21033 -7.96810
H15 -4.81988 2.13980 -6.02026
H16 -3.05093 -0.45909 -5.99037
H17 -4.81247 -0.22561 -5.97654
H18 -2.84327 -1.67331 -4.35030
H19 -4.51885 -1.61051 -3.86875
H20 -3.29456 -1.25728 -2.67869
H21 -2.60426 3.13779 -6.33654
H22 -1.97627 1.75700 -5.92821
C9 -7.39136 -0.88106 2.15746
C10 -6.93382 -0.43827 0.71588
C11 -8.03765 0.31535 -0.13980
O10 -7.38755 0.86206 -1.28743
C12 -8.28373 1.31520 -2.31170
N5 -5.78498 0.44800 0.93436
H23 -7.60103 -0.05377 2.83550
H24 -6.71230 -1.61181 2.59677
H25 -8.39321 -1.26990 1.97523
H26 -6.65718 -1.33239 0.15718
H27 -8.42910 1.15402 0.43597
H28 -8.85927 -0.36112 -0.37528
H29 -8.93620 2.03820 -1.82215
H30 -8.83545 0.47800 -2.73927
H31 -7.73153 1.79640 -3.11892
H32 -6.11619 1.09687 1.63390
H33 -5.16649 -0.14145 1.47296
C13 -2.05340 -4.96632 3.45792
C14 -1.95504 -4.31383 4.83122
C15 -0.61713 -4.54470 5.62944
O11 -0.30189 -5.92108 5.72875
C16 1.05176 -6.13280 5.90941
N6 -2.22101 -2.86592 4.73963
H34 -1.64195 -5.97072 3.55793
H35 -1.41218 -4.46869 2.73037
H36 -3.10905 -4.95816 3.18655
H37 -2.68390 -4.83319 5.45341
H38 -0.62604 -4.06580 6.60855
H39 0.17498 -4.03808 5.07808
H40 1.31686 -5.65351 6.85180
H41 1.71079 -5.67947 5.16897
H42 1.21420 -7.20880 5.84680
H43 -2.28317 -2.36230 5.61290
H44 -1.43688 -2.48575 4.22904
C17 2.90199 -5.00698 1.37332
C18 2.89857 -6.01894 0.23352
C19 2.83663 -7.47259 0.63441
O12 3.99305 -7.90082 1.39663
C20 3.88156 -9.15676 2.08778
N7 1.71702 -5.67878 -0.49081
H45 3.71900 -5.09827 2.08906
H46 1.97858 -5.10430 1.94423
H47 2.92986 -3.96223 1.06378
H48 3.73830 -5.83106 -0.43554
H49 2.79334 -8.07244 -0.27467
H50 1.87064 -7.67582 1.09664
H51 4.85293 -9.34807 2.54380
H52 3.62479 -10.01170 1.46229
H53 3.11150 -9.02099 2.84718
H54 1.55158 -4.68766 -0.59285
H55 0.92092 -5.91658 0.08344
C21 1.00165 -2.04987 -6.32891
C22 1.92161 -0.90820 -6.76440
O13 1.10667 0.09811 -7.20460
H56 0.23931 -1.70809 -5.62882
H57 1.52413 -2.86825 -5.83355
H58 0.52709 -2.48488 -7.20850
H59 2.62507 -1.27296 -7.51285
H60 2.55903 -0.55092 -5.95562
H61 1.71052 0.68804 -7.66172
C23 5.78564 -2.24070 -2.78943
C24 6.47810 -1.71487 -1.55609
O14 7.82103 -1.35994 -1.89797
H62 6.18733 -3.18835 -3.14821
H63 5.75811 -1.56246 -3.64225
H64 4.72074 -2.30799 -2.56680
H65 6.51166 -2.49430 -0.79487
H66 6.02055 -0.81748 -1.13962
H67 8.24870 -0.93100 -1.15319
C25 7.46723 3.36535 -4.82690
C26 6.22197 2.61737 -5.19245
O15 6.45276 1.82653 -6.37156
H68 7.35135 3.92355 -3.89787
H69 7.61051 4.14509 -5.57495
H70 8.32579 2.69561 -4.77774
H71 5.36836 3.25810 -5.41359
H72 5.93874 2.02366 -4.32332
H73 7.21733 1.26826 -6.21228
C27 -0.18172 1.46358 7.11165
C28 -1.27289 1.35585 8.18258
O16 -2.43496 0.81386 7.54909
H74 0.81571 1.66965 7.49991
H75 -0.47652 2.24271 6.40869
H76 -0.04779 0.56285 6.51262
H77 -1.52323 2.31041 8.64546
H78 -0.92080 0.72814 9.00118
H79 -2.89489 1.43908 6.98417
C29 4.12996 4.46656 5.82011
C30 4.21921 4.66651 7.35095
O17 4.87199 3.52549 7.92877
H80 5.11588 4.50783 5.35713
H81 3.55533 5.28553 5.38744
H82 3.67444 3.55169 5.44115
H83 3.23413 4.78738 7.80161
H84 4.84621 5.53334 7.55974
H85 5.01667 3.74940 8.85102

Molecular formula: C2HBrF2S
Method: DFT, ωB97M-V with the def2-TZVPD basis set

## Properties
HOMO level, eV: -10.145
Kohn-Sham gap, eV: 10.4061
SMILES: F[C@H]1S[C@]1(F)Br
Relative energy (zero: lowest compared OMol25 entry of this formula, charge and spin), kJ/mol: 93.5

Atoms and positions in Å:
F1 -1.94145 -0.35420 -0.70032
C1 -0.76775 0.12783 -0.06120
S1 -0.14512 -0.88171 1.33443
C2 0.76313 -0.20885 -0.02502
F2 1.22689 -1.05992 -0.89857
Br1 1.94457 1.29271 0.12169
H1 -1.08026 1.08413 0.22900

Molecular formula: C22H43AlBBeCl4F14MgN2O12PS2
Method: DFT, ωB97M-V with the def2-TZVPD basis set

## Properties
HOMO level, eV: -8.250
Kohn-Sham gap, eV: 1.1051

Atoms and positions in Å:
C1 -0.29510 0.33415 3.50807
C2 -1.32598 -0.33132 2.54054
O1 -2.37220 -0.93142 3.38368
P1 -3.40964 -1.86382 2.38036
O2 -4.08255 -0.89451 1.52197
C3 -2.49025 -3.01526 1.23165
C4 -1.90045 -4.32038 1.89244
C5 -1.55190 -4.16739 3.37708
C6 -0.37488 -3.25196 3.80602
O3 0.60295 -3.99522 4.56900
C7 0.07501 -5.28223 4.62916
O4 0.42541 -6.08855 5.38688
O5 -0.91101 -5.45722 3.68055
O6 -4.46174 -2.65069 3.47922
C8 -5.76196 -2.98235 2.87362
C9 -6.79396 -3.06414 4.06616
H1 0.28663 1.12119 2.99543
H2 -0.89210 0.85390 4.29895
H3 0.33318 -0.40746 4.04803
H4 -0.75444 -1.09249 1.96817
H5 -1.74737 0.45320 1.87689
H6 -3.23800 -3.35789 0.47657
H7 -1.69377 -2.50253 0.65198
H8 -2.60618 -5.16854 1.72978
H9 -0.97784 -4.61674 1.33905
H10 -2.46300 -4.23068 4.03009
H11 0.19435 -2.70621 3.02323
H12 -0.73532 -2.49992 4.55519
H13 -6.15499 -2.21001 2.18552
H14 -5.77264 -3.96884 2.36055
H15 -7.71275 -3.54921 3.68411
H16 -7.05143 -2.00368 4.30735
H17 -6.36128 -3.56162 4.96283
C10 0.36932 3.81695 0.55999
C11 -0.98156 3.58546 1.18685
O7 -1.09427 2.77847 2.09809
N1 -2.03575 4.26494 0.73416
C12 -2.11548 5.24817 -0.32548
H18 1.10992 3.17435 1.03520
H19 0.30553 3.53284 -0.58938
H20 0.69186 4.85236 0.66927
H21 -2.89397 4.03595 1.22178
H22 -2.50165 6.17508 0.09793
H23 -2.82481 4.87073 -1.06434
H24 -1.15840 5.44327 -0.80506
B1 3.61289 1.96916 1.37502
F1 3.05299 3.16039 0.82820
F2 4.74975 1.59473 0.63285
F3 3.96975 2.19410 2.71783
F4 2.63092 0.93106 1.31112
Be1 -1.45604 -4.13575 6.48970
Cl1 1.30548 3.19816 -1.62834
C13 -7.82842 8.20822 -2.13853
F5 -7.64852 9.53026 -2.00413
F6 -9.13013 7.96199 -1.97077
F7 -7.53420 7.89840 -3.40747
S1 -6.81039 7.25206 -0.95854
O8 -7.25726 7.66496 0.34504
O9 -5.44373 7.59650 -1.27291
N2 -7.28435 5.80287 -1.42842
S2 -6.61271 4.61365 -0.64608
O10 -7.00036 4.45275 0.73220
O11 -5.20882 4.39833 -0.91246
C14 -7.46265 3.25166 -1.52482
F8 -7.20580 3.26983 -2.84008
F9 -8.79114 3.32725 -1.39170
F10 -7.08412 2.04026 -1.06265
C15 7.42261 1.14652 -1.30647
Cl2 8.47565 -0.26288 -1.49900
Cl3 7.87847 2.07393 0.11618
Cl4 7.47529 2.15959 -2.75635
H25 6.40414 0.79696 -1.17057
C16 10.15944 -3.74877 -0.82651
C17 9.32265 -4.00266 -2.07520
C18 7.86264 -4.33278 -1.76664
C19 7.64319 -5.61098 -0.95341
C20 8.21846 -6.88316 -1.57580
C21 7.58965 -7.23487 -2.91948
H26 10.20987 -4.63193 -0.18649
H27 11.18147 -3.48483 -1.10540
H28 9.74554 -2.92281 -0.24307
H29 9.78000 -4.79997 -2.66863
H30 9.34944 -3.10470 -2.70004
H31 7.31070 -4.40076 -2.70904
H32 7.41726 -3.49487 -1.21957
H33 6.56572 -5.74431 -0.80475
H34 8.06994 -5.48470 0.04639
H35 8.04803 -7.71408 -0.88409
H36 9.30279 -6.79803 -1.68856
H37 6.50975 -7.36974 -2.81973
H38 8.01117 -8.16622 -3.30297
H39 7.77147 -6.45950 -3.66585
Mg1 -3.44592 -2.27759 5.08499
F11 -10.43082 8.90880 -4.96795
Al1 -11.33797 7.43306 -5.09714
F12 -12.88409 7.63282 -4.32919
F13 -10.46655 6.14634 -4.31851
F14 -11.57142 7.04060 -6.77421
C22 6.49860 0.51416 -5.92356
O12 5.68456 1.48031 -6.57814
H40 6.54949 -0.37682 -6.54671
H41 7.50605 0.91204 -5.78036
H42 6.06137 0.25363 -4.95644
H43 5.65269 2.25869 -6.01188

The calculation returns the following E values, one per record and in order: -1205.2718 -4755.9555 -265.7019 -4093.9033 -3248.6759 -6735.1908 hartree.